Formula: CHINO2P
Source: the OMol25 dataset
Level of theory: ωB97M-V/def2-TZVPD

Results
- LUMO (spin up / spin down): -1.901 / -1.906 eV
- Maximum force: 3.66 eV/A
- Relative energy (zero: lowest compared OMol25 entry of this formula, charge and spin): 3.218 eV
- Highest occupied orbital energy (spin up / spin down): -9.1080 / -9.1083 eV
- Multiplicity: 1
- Kohn-Sham gap (spin up / spin down): 7.207 / 7.202 eV

Each line ends with the natural charge from an NBO analysis.
Cartesian coordinates (Å):
C  0.64449  -0.56969  -0.54173  -0.19
N  -0.04147  -0.70520  -1.48091  0.24
O  -0.85823  -0.48563  -2.33702  -0.30
O  0.24153  -0.13481  2.28880  -1.01
P  0.32012  0.79272  1.19241  1.24
I  -1.72723  2.24379  0.98803  -0.25
H  1.42080  -1.14118  -0.10960  0.27

=====

Formula: C5H5N3O3
Source: the OMol25 dataset
Level of theory: ωB97M-V/def2-TZVPD

Results
- LUMO: -0.844 eV
- Maximum force: 5.52 eV/A
- Relative energy (zero: lowest compared OMol25 entry of this formula, charge and spin): 8.368 eV
- Highest occupied orbital energy: -8.4859 eV
- Multiplicity: 1
- Kohn-Sham gap: 7.642 eV

Each line ends with the natural charge from an NBO analysis.
Cartesian coordinates (Å):
C  -1.04207  0.30019  -1.14264  0.03
C  0.63187  -1.18688  -1.50668  0.27
C  0.44164  -0.10931  0.66357  0.25
C  1.88546  -1.68998  -1.98151  0.30
C  -1.50291  1.40267  0.98302  -0.44
N  -0.42039  -0.64592  -1.73385  -0.29
N  -0.56827  0.57129  0.25060  -0.34
N  0.98653  -0.05303  1.86926  0.42
O  2.09148  -2.27423  -3.00388  -0.51
O  0.26414  -0.61793  2.68460  -0.40
O  2.06206  0.44842  2.09479  -0.35
H  -1.95818  0.75143  -1.37974  0.21
H  2.53957  -1.50178  -1.22343  0.14
H  -1.27553  1.23534  2.09433  0.25
H  -1.53327  2.41865  0.64661  0.23
H  -2.60211  0.95108  0.68497  0.22

=====

Formula: C4H11NO2S
Source: the OMol25 dataset
Level of theory: ωB97M-V/def2-TZVPD

Results
- LUMO: 0.646 eV
- Maximum force: 0.95 eV/A
- Relative energy (zero: lowest compared OMol25 entry of this formula, charge and spin): 0.317 eV
- SMILES string: CNC(=O)CCS.O
- Highest occupied orbital energy: -9.1413 eV
- Multiplicity: 1
- Kohn-Sham gap: 9.788 eV

Each line ends with the natural charge from an NBO analysis.
Cartesian coordinates (Å):
C  0.13385  -2.57602  2.03815  -0.42
N  0.94012  -1.38347  1.86176  -0.62
C  0.70648  -0.38295  0.95218  0.70
O  1.32666  0.66375  1.06215  -0.65
C  -0.27766  -0.74708  -0.14204  -0.53
C  -0.42885  0.33349  -1.20070  -0.54
S  -2.09635  0.48165  -1.85244  -0.03
H  0.74740  -3.27544  2.61074  0.22
H  -0.85153  -2.37472  2.45543  0.19
H  -0.03323  -3.10607  1.09989  0.20
H  1.46938  -1.03815  2.64612  0.40
H  -1.26693  -0.85636  0.29925  0.24
H  0.06889  -1.69656  -0.55859  0.23
H  -0.23220  1.32351  -0.78510  0.25
H  0.31790  0.29437  -1.98492  0.24
H  -2.02826  -0.40690  -2.85339  0.12
O  1.67477  2.88689  -0.64472  -0.96
H  2.57471  2.55540  -0.54405  0.47
H  1.21000  2.55977  0.14132  0.49

=====

Formula: C42H52ClCsN8O9S2
Source: the OMol25 dataset
Level of theory: ωB97M-V/def2-TZVPD

Results
- LUMO: 3.423 eV
- Maximum force: 3.52 eV/A
- Relative energy (zero: lowest compared OMol25 entry of this formula, charge and spin): 0.064 eV
- Highest occupied orbital energy: -2.4737 eV
- Multiplicity: 1
- Total charge: -2
- Kohn-Sham gap: 5.897 eV

Each line ends with the Löwdin charge.
Cartesian coordinates (Å):
Cs  0.71490  0.19425  -0.32192  1.48
C  -2.72856  -1.30257  -1.70289  -0.04
C  -4.17440  -0.91301  -1.56524  -0.20
C  -5.09997  -1.79323  -1.02912  -0.08
C  -6.44783  -1.46714  -0.93557  -0.13
C  -6.87243  -0.24110  -1.42424  -0.09
C  -5.97744  0.66719  -1.97187  -0.23
C  -6.47779  1.97481  -2.53435  -0.07
C  -4.59449  0.36663  -2.01957  -0.24
N  -3.72165  1.20053  -2.65588  0.11
C  -2.70795  1.88517  -2.18201  -0.52
O  -1.82190  2.42123  -2.87898  -0.05
C  -2.67111  2.19100  -0.68532  -0.17
C  -3.80530  2.73267  -0.08405  0.00
C  -3.72233  3.15368  1.22992  -0.05
C  -2.52357  3.00179  1.90727  -0.01
C  -1.45588  2.39125  1.25445  -0.18
N  -1.53101  2.01046  -0.02245  0.09
C  -0.12197  2.13034  1.94615  -0.54
O  0.89907  2.04837  1.22043  -0.40
N  -0.06141  2.01387  3.24592  0.14
C  -0.98470  2.06003  4.24456  -0.26
C  -0.96413  3.15960  5.14455  -0.23
C  -0.07264  4.32975  4.82948  -0.05
C  -1.76619  3.14957  6.27325  -0.09
C  -2.61206  2.08205  6.54734  -0.13
C  -2.64717  1.01034  5.66571  -0.08
C  -1.85539  0.97808  4.52898  -0.21
C  -1.90629  -0.18286  3.57416  -0.03
H  -2.61734  -2.38037  -1.83375  0.08
H  -2.17037  -1.01047  -0.81241  0.04
H  -2.28854  -0.78405  -2.55591  0.08
H  -4.76181  -2.76380  -0.67689  0.09
H  -7.15489  -2.17373  -0.51603  0.08
H  -7.92663  0.02107  -1.38592  0.10
H  -7.21589  1.79825  -3.32182  0.07
H  -5.64216  2.52750  -2.96123  0.06
H  -6.95600  2.58295  -1.76056  0.07
H  -4.72445  2.82985  -0.64402  0.10
H  -4.57357  3.61214  1.71977  0.10
H  -2.41951  3.35146  2.92304  0.10
H  0.79651  3.98655  4.26804  0.07
H  0.26000  4.83219  5.74045  0.07
H  -0.59406  5.05975  4.20261  0.08
H  -1.73364  3.99334  6.95667  0.09
H  -3.22548  2.07636  7.44091  0.08
H  -3.31261  0.17705  5.87309  0.10
H  -2.24151  -1.09452  4.07374  0.07
H  -0.91788  -0.34753  3.14271  0.07
H  -2.58619  0.02154  2.74181  0.09
C  -0.91377  -4.41889  3.00909  -0.04
N  -1.26814  -3.35311  2.08610  -0.12
C  -2.64097  -3.30118  1.61667  -0.03
C  -0.36111  -2.49949  1.56549  -0.44
O  -0.64455  -1.63525  0.75092  -0.24
C  1.06115  -2.64362  2.07549  -0.11
O  1.84987  -1.70980  1.38211  -0.24
C  3.21568  -2.02771  1.40508  -0.12
C  3.94600  -1.17470  0.38328  -0.42
O  3.36701  -0.49919  -0.44587  -0.12
N  5.30561  -1.23829  0.43794  -0.14
C  6.09421  -0.38007  -0.42614  -0.04
C  6.05348  -2.08381  1.34317  -0.05
H  -1.82330  -4.96385  3.25121  0.09
H  -0.49854  -4.01826  3.93838  0.09
H  -0.19829  -5.11347  2.56807  0.07
H  -3.32440  -3.23881  2.46636  0.09
H  -2.88362  -4.18859  1.02542  0.10
H  -2.76177  -2.42144  0.99195  0.07
H  1.40456  -3.66669  1.89875  0.11
H  1.09296  -2.46256  3.16036  0.14
H  3.36942  -3.07523  1.12309  0.11
H  3.63745  -1.85724  2.40580  0.14
H  5.42391  0.22695  -1.02938  0.09
H  6.72428  -0.98394  -1.08529  0.08
H  6.72884  0.27316  0.18021  0.09
H  5.51022  -2.99695  1.57904  0.09
H  6.30462  -1.56299  2.27447  0.09
H  6.98554  -2.37096  0.85458  0.09
C  0.30300  2.76174  -5.22528  -0.03
N  1.09248  1.58241  -5.52034  -0.11
C  0.79703  0.61332  -6.46112  -0.05
C  1.66579  -0.39834  -6.30612  -0.05
N  2.53065  -0.05056  -5.27117  -0.03
C  2.15966  1.18503  -4.77864  -0.77
S  2.99535  2.06312  -3.64745  0.63
C  3.13061  -1.01948  -4.40633  -0.32
C  4.46424  -1.36529  -4.51383  -0.01
C  4.93805  -2.35141  -3.65524  -0.07
C  4.07421  -2.91953  -2.73582  -0.04
C  2.75463  -2.47972  -2.70325  -0.10
N  2.29545  -1.55530  -3.53378  0.18
H  -0.18105  3.10836  -6.13801  0.09
H  0.97204  3.52919  -4.84044  0.06
H  -0.45655  2.55473  -4.46575  0.07
H  -0.01350  0.72499  -7.15896  0.12
H  1.78083  -1.32009  -6.84719  0.11
H  5.09698  -0.87744  -5.24191  0.11
H  5.96955  -2.67630  -3.71976  0.10
H  4.39037  -3.69891  -2.05364  0.11
H  2.03535  -2.91383  -2.02013  0.10
O  1.31324  -6.15439  1.12295  -0.38
Cl  1.98519  -5.70395  -0.07283  0.63
O  3.30415  -5.22706  0.29266  -0.39
O  2.11523  -6.79237  -0.99460  -0.35
O  1.24120  -4.63401  -0.67550  -0.35
C  4.03440  3.25741  0.02474  -0.43
S  3.49642  4.96680  0.28793  0.69
C  1.80991  4.73644  -0.32784  -0.41
H  3.43551  2.60862  0.66117  0.02
H  5.09141  3.19126  0.27671  0.02
H  3.87379  2.99467  -1.01998  -0.01
H  1.38473  3.85992  0.16250  0.01
H  1.84811  4.59047  -1.40661  0.03
H  1.23284  5.62723  -0.08648  0.03

=====

Formula: C54H113N10O10
Source: the OMol25 dataset
Level of theory: ωB97M-V/def2-TZVPD

Results
- LUMO: -5.082 eV
- Maximum force: 3.54 eV/A
- Relative energy (zero: lowest compared OMol25 entry of this formula, charge and spin): 0.000 eV
- Highest occupied orbital energy: -13.3275 eV
- Multiplicity: 1
- Total charge: +3
- Kohn-Sham gap: 8.246 eV

Each line ends with the Löwdin charge.
Cartesian coordinates (Å):
C  4.78742  -7.00179  3.51678  -0.08
C  4.34929  -5.96916  2.49604  -0.23
C  5.11256  -4.67937  2.77631  -0.17
N  4.93553  -3.54906  1.84509  -0.25
C  5.44511  -3.97001  0.49189  -0.10
C  5.54988  -2.88279  -0.54696  -0.15
C  6.19293  -1.59462  -0.02001  -0.16
C  5.68558  -1.18941  1.38988  -0.17
C  5.75373  -2.33589  2.35770  -0.06
C  3.42908  -3.27653  1.82347  0.03
H  5.87570  -7.11870  3.62096  0.08
H  4.50478  -8.03957  3.13835  0.11
H  4.33096  -6.85636  4.49244  0.08
H  3.32524  -5.68183  2.51334  0.06
H  4.53100  -6.32609  1.48985  0.11
H  6.19598  -4.90990  2.97070  0.15
H  4.74271  -4.25342  3.74560  0.15
H  6.39716  -4.36525  0.76582  0.14
H  4.75998  -4.74871  0.23040  0.10
H  6.11114  -3.29464  -1.43187  0.15
H  4.51491  -2.76267  -0.95352  0.08
H  7.29304  -1.79653  0.12885  0.13
H  6.12880  -0.72767  -0.72036  0.12
H  6.25781  -0.31864  1.56397  0.08
H  4.64379  -0.76611  1.37654  0.12
H  6.71028  -2.69778  2.56405  0.12
H  5.26514  -2.07366  3.32204  0.14
H  3.41747  -2.27829  1.33482  0.10
H  3.12520  -3.11217  2.86453  0.09
H  2.95335  -4.05345  1.25131  0.07
C  5.56582  2.36346  2.32819  -0.07
C  4.06294  2.40121  2.67111  -0.23
C  3.41928  3.50752  1.88031  -0.09
N  1.88876  3.52492  1.99140  -0.22
C  1.40902  3.15433  3.40212  -0.10
C  1.96137  4.10470  4.47777  -0.19
C  1.42038  5.48914  4.21358  -0.15
C  1.82424  5.93738  2.72321  -0.13
C  1.39440  4.93136  1.66059  -0.09
C  1.20050  2.60387  1.03098  -0.01
H  5.77459  2.12649  1.28066  0.08
H  5.94660  1.55660  3.00050  0.09
H  6.02253  3.30803  2.55051  0.07
H  3.94085  2.60987  3.71854  0.09
H  3.59814  1.46668  2.46955  0.08
H  3.51291  3.43002  0.85584  0.11
H  3.81840  4.45706  2.26028  0.13
H  1.72908  2.10243  3.71769  0.13
H  0.30801  3.18550  3.42522  0.11
H  3.06654  4.07321  4.59762  0.11
H  1.60610  3.72957  5.51798  0.16
H  1.84905  6.25265  4.89506  0.13
H  0.29870  5.38388  4.25832  0.11
H  2.88022  6.07210  2.65201  0.09
H  1.33839  6.90066  2.48560  0.13
H  1.86991  5.14188  0.71010  0.14
H  0.32172  4.83636  1.64597  0.11
H  0.15204  2.79828  1.12526  0.05
H  1.53806  1.55746  1.09547  0.09
H  1.31682  2.93761  -0.01703  0.10
C  -2.65559  5.50263  2.72880  -0.06
C  -2.68768  4.74497  4.03632  -0.21
N  -2.22286  3.42527  3.95077  -0.07
C  -1.96483  2.59620  5.00757  0.01
C  -1.76116  1.36923  4.45081  0.00
N  -1.87285  1.45546  3.09154  -0.02
C  -2.19917  2.70110  2.81164  -0.02
C  -1.66459  0.47854  2.05255  0.02
H  -3.20219  6.45667  2.84133  0.10
H  -3.05166  4.91905  1.90546  0.02
H  -1.62395  5.74635  2.35715  0.09
H  -3.71279  4.89970  4.49293  0.15
H  -2.11856  5.22687  4.82328  0.12
H  -2.03743  2.97911  5.99232  0.13
H  -1.43282  0.49835  4.97236  0.13
H  -2.23005  3.19062  1.85854  0.12
H  -0.57899  0.26154  1.94841  0.09
H  -2.11527  0.80189  1.15651  0.08
H  -2.00901  -0.51613  2.30147  0.09
C  -7.36451  -1.13936  -2.78309  -0.05
C  -7.32873  -0.76611  -1.28169  -0.15
N  -6.74601  0.54778  -0.95641  -0.04
C  -5.36718  0.81572  -0.90988  0.06
C  -5.29534  2.12184  -0.48986  0.02
N  -6.56523  2.58158  -0.24046  -0.10
C  -7.42349  1.62476  -0.60045  -0.02
C  -6.85764  3.93290  0.10306  -0.01
H  -7.97807  -2.00991  -2.83951  0.07
H  -6.33285  -1.22933  -3.19075  0.09
H  -7.87141  -0.33725  -3.29270  0.07
H  -6.83693  -1.53287  -0.69244  0.11
H  -8.39940  -0.76416  -0.95109  0.14
H  -4.76373  -0.02021  -1.11116  0.07
H  -4.49044  2.84220  -0.42243  0.10
H  -8.45925  1.62076  -0.50416  0.15
H  -7.91013  4.12915  0.30729  0.10
H  -6.59833  4.71343  -0.73576  0.15
H  -6.36670  4.04467  1.07757  0.11
C  -3.90836  6.63192  -11.16638  -0.07
C  -4.56667  5.91360  -10.01415  -0.14
N  -3.76707  4.71767  -9.52247  -0.04
C  -4.28203  3.45949  -9.15163  0.01
C  -3.24381  2.61857  -8.88654  0.02
N  -2.12554  3.37716  -9.27146  -0.10
C  -2.43675  4.59822  -9.62896  -0.03
C  -0.80564  2.76609  -9.15643  0.03
H  -3.22777  7.36710  -10.85461  0.06
H  -4.66951  7.22573  -11.72003  0.11
H  -3.43669  5.93038  -11.85844  0.09
H  -5.55128  5.54033  -10.31900  0.13
H  -4.74172  6.50928  -9.09267  0.14
H  -5.38141  3.38798  -9.13766  0.15
H  -3.12741  1.61940  -8.38175  0.16
H  -1.80831  5.44815  -9.98798  0.19
H  -0.90377  1.75377  -9.26471  0.06
H  -0.42284  2.84628  -8.10965  0.13
H  -0.16478  3.24252  -9.86857  0.10
C  -0.72558  -6.61273  0.29368  0.02
N  -0.34490  -6.15285  1.67276  -0.32
C  -1.39978  -6.30334  2.76457  0.02
C  0.85923  -7.03633  2.14158  0.05
C  -0.00186  -4.67554  1.53662  -0.11
C  0.43117  -4.05561  2.82928  -0.21
O  -0.77754  -3.70057  3.56971  -0.09
H  -1.48914  -5.84725  0.01197  0.12
H  -1.25276  -7.53193  0.41106  0.10
H  0.08985  -6.59308  -0.41778  0.10
H  -0.98108  -5.89606  3.66244  0.08
H  -1.69073  -7.36997  2.84380  0.12
H  -2.26219  -5.63761  2.55172  0.12
H  0.49347  -8.01784  1.86549  0.11
H  0.90935  -6.95264  3.22765  0.10
H  1.72448  -6.74890  1.60178  0.05
H  -0.92357  -4.13009  1.20622  0.13
H  0.90552  -4.69971  0.89773  0.11
H  0.96250  -3.10276  2.71456  0.09
H  1.08386  -4.72101  3.46986  0.13
H  -0.66464  -2.80082  3.87365  0.04
C  0.12910  -2.10055  -2.44008  0.07
N  0.94790  -1.08767  -1.53691  -0.28
C  0.84685  -1.65193  -0.10139  0.01
C  2.43205  -1.08841  -1.94332  0.04
C  0.13356  0.14955  -1.56588  -0.12
C  0.14182  1.02813  -2.83414  -0.24
O  0.54137  2.28802  -2.41843  -0.11
H  0.07077  -1.69100  -3.44772  0.10
H  -0.89931  -2.16072  -2.06636  0.09
H  0.77210  -2.99368  -2.44228  0.09
H  1.37424  -1.00173  0.50035  0.05
H  1.33123  -2.64215  -0.03177  0.08
H  -0.20481  -1.70226  0.13206  0.05
H  2.47189  -0.73214  -3.01949  0.12
H  2.77898  -2.13227  -1.91840  0.06
H  2.87687  -0.46610  -1.23541  0.08
H  0.41842  0.86907  -0.82219  0.10
H  -0.91331  -0.14517  -1.29182  0.13
H  -0.89194  1.01729  -3.30527  0.13
H  0.90430  0.85192  -3.58823  0.11
H  -0.04886  2.72211  -1.74757  0.04
C  2.37858  -0.76654  4.78076  0.01
C  1.24401  -0.51272  3.71569  -0.73
O  0.11814  -1.06546  3.83094  -0.07
O  1.66304  0.05908  2.72807  -0.07
H  3.16287  0.02443  4.71521  0.07
H  2.88593  -1.62570  4.35075  0.03
H  2.16620  -1.05668  5.81710  0.08
C  -2.42377  4.15703  -2.19205  -0.01
C  -2.23619  3.84146  -0.75023  -0.72
O  -3.01872  4.29136  0.08667  -0.06
O  -1.25854  3.09502  -0.42078  -0.09
H  -2.51428  3.26926  -2.81967  0.08
H  -1.57481  4.61849  -2.64781  0.07
H  -3.25390  4.81983  -2.37300  0.07
C  2.97124  -5.73381  -2.76216  0.00
C  2.71289  -5.31418  -1.37610  -0.76
O  2.76069  -4.08364  -1.21322  -0.10
O  2.54885  -6.14544  -0.44667  -0.05
H  3.94743  -5.43668  -3.00218  0.06
H  2.32057  -5.06159  -3.31522  0.08
H  2.83671  -6.80687  -2.98227  0.10
C  -4.25374  -2.43334  0.91543  -0.01
C  -3.05640  -1.88253  0.06878  -0.72
O  -1.91124  -2.12932  0.51115  -0.09
O  -3.33211  -1.23949  -0.96190  -0.08
H  -5.07719  -1.68268  1.11817  0.07
H  -3.82316  -2.93009  1.76718  0.05
H  -4.83473  -3.19363  0.35813  0.07